No. 1
C36H28N8O5STi | ωB97M-V/def2-TZVPD

For the largest force on an atom, the calculation gives 0.60 eV/Å. The LUMO energy (spin up / spin down) comes out at 4.39 / 4.38 eV. The charge is -2. The expectation value of S² is 2.027. Its spin multiplicity is 3. The calculation puts the energy relative to the best compared isomer or geometry (same formula, charge and spin) at 0.1128 eV. The HOMO energy (spin up / spin down) is -0.020 / -0.083 hartree. The frontier orbital gap (spin up / spin down) is 4.92 / 6.65 eV. The calculation puts the total energy at -3450.74764 a.u.

Element x y z (Å)
1 Ti -0.3043 -0.2236 0.1429
2 O 2.0095 3.1188 4.0731
3 C 2.9291 2.1621 3.8470
4 C 4.1345 2.2394 4.5468
5 C 5.1233 1.2933 4.3470
6 C 4.9352 0.2511 3.4457
7 C 3.7381 0.1658 2.7550
8 C 2.7254 1.1012 2.9455
9 C 1.4605 0.9250 2.1699
10 O 1.3164 -0.1157 1.4718
11 N 0.5689 1.9034 2.2882
12 N -0.5468 1.6321 1.5209
13 C -1.5034 2.4764 1.5858
14 C -2.7560 2.3211 0.8644
15 C -3.6727 3.3752 0.9085
16 C -4.8897 3.3262 0.2549
17 C -5.2088 2.1669 -0.4577
18 C -4.3320 1.1048 -0.5126
19 C -3.0701 1.1416 0.1323
20 O -2.2770 0.1296 0.0266
21 H 1.2483 2.9182 3.4486
22 H 4.2695 3.0619 5.2387
23 H 6.0556 1.3763 4.8957
24 H 5.7147 -0.4803 3.2760
25 H 3.5606 -0.6151 2.0272
26 H -1.3809 3.3616 2.2138
27 H -3.4033 4.2614 1.4760
28 H -5.5762 4.1621 0.3008
29 H -6.1590 2.0973 -0.9775
30 H -4.5687 0.2043 -1.0659
31 C -0.8982 -2.5619 5.3775
32 C -0.7869 -3.6645 4.5393
33 C -0.7366 -3.5198 3.1629
34 C -0.7957 -2.2435 2.5754
35 C -0.9247 -1.1381 3.4300
36 C -0.9689 -1.2962 4.8027
37 N -0.7393 -2.0369 1.1989
38 N -0.9374 -3.1607 0.5062
39 C -0.7993 -2.9748 -0.8549
40 C -1.0773 -4.0820 -1.6773
41 C -0.9923 -3.9576 -3.0518
42 C -0.6276 -2.7342 -3.6169
43 C -0.3397 -1.6540 -2.7812
44 C -0.4084 -1.7272 -1.3914
45 H -0.9274 -2.6834 6.4541
46 H -0.7288 -4.6603 4.9681
47 H -0.6429 -4.3751 2.5106
48 H -1.0024 -0.1512 2.9986
49 H -1.0588 -0.4181 5.4328
50 H -1.3637 -5.0200 -1.2135
51 H -1.2131 -4.8093 -3.6888
52 H -0.5594 -2.6290 -4.6955
53 H -0.0417 -0.7168 -3.2528
54 N 3.3018 -2.1700 -6.7659
55 C 3.2457 -1.5458 -5.5011
56 C 2.8695 -2.2724 -4.3760
57 C 2.8255 -1.6634 -3.1341
58 C 3.1620 -0.3233 -3.0067
59 C 3.5531 0.4051 -4.1200
60 C 3.6002 -0.2054 -5.3625
61 S 3.0719 0.4350 -1.4060
62 O 3.4657 -0.5882 -0.4741
63 O 3.8679 1.6379 -1.4728
64 N 1.5107 0.7426 -1.1435
65 C 0.8281 1.5922 -1.9241
66 N -0.4816 1.6496 -1.5619
67 C -1.2787 2.4347 -2.2578
68 C -0.8224 3.1924 -3.3300
69 C 0.5221 3.0538 -3.6328
70 N 1.3543 2.2749 -2.9630
71 H 2.6818 -2.9639 -6.8305
72 H 3.1231 -1.5287 -7.5241
73 H 2.5743 -3.3108 -4.4760
74 H 2.5053 -2.2153 -2.2599
75 H 3.8033 1.4487 -3.9919
76 H 3.9058 0.3581 -6.2384
77 H -2.3211 2.4577 -1.9562
78 H -1.4820 3.8360 -3.8932
79 H 0.9575 3.5985 -4.4688


No. 2
C26H17AsCl5IN2O9SSc | ωB97M-V/def2-TZVPD

For the largest force on an atom, the calculation gives 3.03 eV/Å. The LUMO energy comes out at 2.09 eV. The charge is -1. Its spin multiplicity is 1. The calculation puts the energy relative to the best compared isomer or geometry (same formula, charge and spin) at 2.8072 eV. The HOMO energy is -0.203 hartree. The frontier orbital gap is 7.62 eV. The calculation puts the total energy at -7781.30203 a.u.

Element x y z (Å)
1 Sc -0.4307 0.8770 -0.4927
2 C 1.1636 4.1398 1.8470
3 C 1.8675 2.8998 2.2888
4 N 2.5273 2.9264 3.4193
5 C 3.1532 1.8277 3.8483
6 C 3.2295 0.6466 3.1455
7 C 4.0310 -0.5024 3.7042
8 O 5.2894 -0.6684 3.0730
9 C 2.5622 0.5794 1.9009
10 C 2.7685 -0.4768 0.9570
11 N 2.1163 -0.5055 -0.1504
12 C 2.3910 -1.3247 -1.2163
13 C 2.5985 -2.7043 -1.1193
14 C 2.7648 -3.4773 -2.2535
15 C 2.7334 -2.8946 -3.5090
16 C 2.4970 -1.5317 -3.6362
17 C 2.3188 -0.7704 -2.5016
18 I 1.7508 1.2963 -2.6799
19 C 1.7814 1.7045 1.4874
20 O 1.0807 1.6789 0.4107
21 H 1.5734 5.0077 2.3583
22 H 1.2422 4.2549 0.7664
23 H 0.0969 4.0687 2.0898
24 H 3.6313 1.9243 4.8145
25 H 4.1724 -0.3339 4.7828
26 H 3.5058 -1.4508 3.5678
27 H 5.7354 0.1851 3.0550
28 H 3.5968 -1.1667 1.1557
29 H 2.5826 -3.1619 -0.1414
30 H 2.9064 -4.5431 -2.1559
31 H 2.8588 -3.4980 -4.3944
32 H 2.4259 -1.0717 -4.6100
33 O -1.2257 1.0066 2.0547
34 As -2.1486 2.3739 1.2750
35 O -2.2154 3.4513 2.4979
36 O -1.2415 2.7232 -0.0420
37 C -3.9918 2.1718 0.6062
38 C -4.9542 2.9934 1.1812
39 C -6.1886 3.1395 0.5691
40 C -6.4528 2.4912 -0.6289
41 C -5.4790 1.7024 -1.2214
42 C -4.2508 1.5519 -0.6013
43 S -2.9732 0.4732 -1.2588
44 O -2.2726 0.0044 -0.0367
45 O -3.6282 -0.5780 -1.9872
46 O -2.0166 1.2636 -2.0436
47 H -1.0320 1.2981 2.9565
48 H -4.7012 3.5203 2.0955
49 H -6.9372 3.7739 1.0221
50 H -7.4184 2.6053 -1.1008
51 H -5.6587 1.2035 -2.1618
52 Cl -0.8399 -6.4960 -2.2176
53 C -0.7542 -4.7887 -2.0510
54 C -0.6080 -4.2183 -0.7874
55 Cl -0.5366 -5.2352 0.5901
56 C -0.4984 -2.8468 -0.6490
57 Cl -0.3407 -2.0477 0.8729
58 C -0.5155 -1.9856 -1.7721
59 O -0.3142 -0.7234 -1.6561
60 C -0.6999 -2.5959 -3.0348
61 Cl -0.7740 -1.5496 -4.3860
62 C -0.8204 -3.9654 -3.1723
63 Cl -1.0334 -4.6520 -4.7246


No. 3
C20H22N2O4 | ωB97M-V/def2-TZVPD

For the largest force on an atom, the calculation gives 3.11 eV/Å. The LUMO energy comes out at 0.73 eV. The charge is 0. Its spin multiplicity is 1. As for the SMILES: CCOC(=O)C1=C(C)Oc2nc3c(c(N)c2[C@H]1c1ccco1)CCCC3. The calculation puts the energy relative to the best compared isomer or geometry (same formula, charge and spin) at 3.1369 eV. The HOMO energy is -0.299 hartree. The frontier orbital gap is 8.85 eV. The calculation puts the total energy at -1185.77748 a.u.

Element x y z (Å)
1 C -0.2516 2.5861 5.6681
2 C -0.8631 2.9397 4.2958
3 O -0.6230 1.9370 3.3143
4 C -1.7387 1.4911 2.5605
5 O -2.8509 2.0380 2.5719
6 C -1.4233 0.4379 1.5119
7 C -2.2403 -0.6710 1.2992
8 C -3.5359 -0.9003 2.0842
9 O -1.9748 -1.5767 0.2927
10 C -0.8140 -1.5284 -0.4030
11 N -0.6679 -2.5387 -1.2897
12 C 0.4297 -2.6411 -2.0172
13 C 1.5125 -1.7455 -1.8874
14 C 1.2993 -0.6581 -0.9968
15 N 2.2963 0.2480 -0.8528
16 C 0.1318 -0.5310 -0.2368
17 C -0.1852 0.6048 0.7029
18 C -0.2858 1.8715 -0.1635
19 C -1.4211 2.3704 -0.7503
20 C -1.0327 3.5310 -1.4440
21 C 0.2917 3.6816 -1.2344
22 O 0.7580 2.6870 -0.4435
23 C 2.7761 -1.8709 -2.6978
24 C 2.9575 -3.2202 -3.3973
25 C 1.6513 -3.5336 -4.1152
26 C 0.5348 -3.7638 -3.0730
27 H -0.5956 3.3418 6.4255
28 H -0.5549 1.5949 5.9833
29 H 0.8098 2.6112 5.6026
30 H -0.2981 3.8230 3.9800
31 H -1.9263 3.2171 4.4152
32 H -4.3646 -0.5097 1.4987
33 H -3.5355 -0.3465 3.0467
34 H -3.6634 -1.9439 2.3355
35 H 2.9721 0.1815 -1.6132
36 H 2.0722 1.1674 -0.4169
37 H 0.6296 0.7160 1.4395
38 H -2.3892 1.9368 -0.6076
39 H -1.6746 4.2264 -1.9581
40 H 0.9500 4.5053 -1.5601
41 H 3.6849 -1.6976 -2.0326
42 H 2.8459 -1.0962 -3.4365
43 H 3.1549 -3.9713 -2.6722
44 H 3.8069 -3.2177 -4.0867
45 H 1.7765 -4.4696 -4.7124
46 H 1.3540 -2.7566 -4.8266
47 H -0.4375 -3.8510 -3.6024
48 H 0.6524 -4.7061 -2.5005


No. 4
CH3N4O | ωB97M-V/def2-TZVPD

For the largest force on an atom, the calculation gives 3.07 eV/Å. The LUMO energy comes out at -5.44 eV. The charge is +1. Its spin multiplicity is 1. As for the SMILES: [NH3+]/N=N/N=C=O. The calculation puts the energy relative to the best compared isomer or geometry (same formula, charge and spin) at 1.7594 eV. The HOMO energy is -0.571 hartree. The frontier orbital gap is 10.10 eV. The calculation puts the total energy at -333.76826 a.u.

Element x y z (Å)
1 N 1.7310 0.0650 -0.0771
2 N 0.2907 0.4206 0.0754
3 N -0.3686 -0.6390 0.1701
4 N -1.6426 -0.5769 0.2297
5 C -2.6337 0.0987 -0.0251
6 O -3.7523 0.4205 -0.0975
7 H 2.2169 0.7024 0.5451
8 H 2.1385 0.5267 -0.8780
9 H 2.0201 -1.0180 0.0575